Formula: C3H13NO3
Source: the Open Molecules 2025 dataset
Level of theory: the ωB97M-V functional and the def2-TZVPD basis

Structure (XYZ):
```
20
Properties=species:S:1:pos:R:3:mulliken_charge:R:1
C 0.511 -1.980 -1.197 -0.6957
N -0.051 -0.144 -1.052 -0.6603
C 1.174 0.482 -0.611 -0.6215
C 1.275 0.978 0.803 -0.3755
O 0.388 2.121 0.937 -0.5300
H 0.633 -2.159 -0.133 0.3863
H -0.402 -2.346 -1.670 0.2636
H 1.299 -1.746 -1.817 0.3754
H -0.781 0.513 -1.142 0.4619
H 1.351 1.398 -1.294 0.2925
H 1.860 -0.221 -0.735 0.4453
H 2.327 1.281 1.005 0.3163
H 0.989 0.220 1.569 0.3009
H 0.148 2.328 1.807 0.2893
H -2.200 0.126 0.527 0.3703
H -2.619 1.732 0.684 0.3116
O -2.773 0.840 0.136 -0.7338
H -1.506 -1.829 1.049 0.2454
H -0.608 -0.641 0.091 0.3942
O -1.015 -0.952 1.042 -0.8360
```

Summary:
Max |F| in Eh/bohr: 0.11598
2S+1: 1
E_tot in eV: -10950.425
Charge: 0
Gap between HOMO and LUMO in eV: 9.15
Energy relative to the best compared isomer or geometry (same formula, charge and spin) in kJ/mol: 419.36
Lowest unoccupied orbital energy in eV: 0.22